75
Properties=species:S:1:pos:R:3 method="wB97M-V/def2-TZVPD" spin_multiplicity=8 charge=-2 homo_energy_ev="-2.112 / -2.114" s_squared=15.783
Eu -0.1707 -0.8891 -0.4934
C -3.8776 3.5252 0.2387
C -3.0958 3.9298 -0.8840
C -1.8015 3.5090 -1.0827
C -1.3173 2.3074 -0.4281
C -2.1328 1.8881 0.6786
C -3.2938 2.5496 1.0560
N -0.2359 1.6190 -0.8320
C 0.7013 2.1228 -1.7412
C 1.7975 2.7449 -1.0924
C 2.2392 3.9226 -1.6541
C 1.7147 4.4275 -2.8779
C 0.9701 3.5918 -3.7097
C 0.6160 2.2563 -3.2149
N 3.7756 -0.7144 -1.6507
N 3.2126 -0.6185 -0.4738
C 3.1611 -1.8332 0.2488
C 4.2076 -2.7655 0.2359
C 3.9428 -3.9771 0.8229
C 2.7505 -4.1366 1.5635
C 1.8827 -3.0876 1.7250
N 2.0247 -1.9797 0.9230
H -4.8705 3.9271 0.2898
H -3.5191 4.5534 -1.6345
H -1.1272 3.9722 -1.7825
H -1.7511 1.0606 1.3131
H -3.7492 2.3530 2.0418
H 2.1337 2.2976 -0.1854
H 2.9379 4.4922 -1.0229
H 1.8975 5.4511 -3.2699
H 0.7470 3.7650 -4.7741
H 5.1562 -2.4671 -0.1871
H 4.6166 -4.8377 0.8230
H 2.5671 -5.1542 1.9908
H 1.0497 -3.0679 2.3519
S -2.4046 -2.1287 0.9264
C -2.5872 -2.9987 -0.6088
S -1.1657 -3.5693 -1.3230
C -3.9543 -3.2839 -1.0571
C -5.1841 -2.7708 -0.6818
N -6.1864 -2.2752 -0.3844
C -4.1395 -4.3546 -2.0072
N -4.4563 -5.2014 -2.7592
O -4.7583 -0.8464 8.0899
C -3.4078 -0.6389 8.0196
O -2.8098 -0.5473 9.0704
C -2.6623 -0.6644 6.7365
C -1.4851 0.1432 6.7511
C -0.6211 0.1325 5.6841
C -0.9821 -0.5780 4.4533
S -0.0336 -0.2706 3.1039
C -2.1249 -1.3770 4.4643
C -2.9060 -1.4328 5.6268
H -5.1229 -0.9346 7.2283
H -1.4305 0.9495 7.5095
H 0.3268 0.6707 5.7730
H -2.3342 -1.8879 3.5439
H -3.7884 -2.0406 5.5876
O -1.0193 -0.3286 -2.9767
C 0.2032 -0.2040 -3.1944
O 1.1363 -0.9183 -2.5792
C 0.5977 1.0034 -4.1154
N 4.0106 0.2893 -2.4662
C 4.3097 -0.0394 -3.8781
C 3.0357 -0.3101 -4.6677
C 2.0022 0.7950 -4.9194
H -0.1582 1.1142 -4.9003
H 3.9163 -1.7085 -2.0489
H 3.2650 1.0493 -2.3237
H 4.9987 -0.9267 -3.8514
H 4.8632 0.7825 -4.3186
H 2.4147 -1.1046 -4.2225
H 3.4307 -0.7161 -5.6476
H 1.5714 0.6089 -5.8992
H 2.4807 1.7816 -5.0494


74
Properties=species:S:1:pos:R:3 method="wB97M-V/def2-TZVPD" spin_multiplicity=1 charge=+1 homo_energy_ev=-10.598
Ir -0.3254 0.4173 0.0884
O -2.3320 -4.5960 0.1433
C -3.0130 -3.9677 -0.8238
C -3.9760 -4.7166 -1.5042
C -4.7146 -4.1481 -2.5166
C -4.5195 -2.8151 -2.8854
C -3.5810 -2.0663 -2.2182
C -2.8163 -2.6174 -1.1775
C -1.8438 -1.7677 -0.4952
O -1.8400 -0.4917 -0.8084
N -1.0569 -2.2933 0.4212
N -0.2179 -1.3608 0.9690
C 0.5863 -1.6491 1.9106
C 1.4224 -0.5533 2.3811
C 2.4403 -0.7530 3.2952
C 3.2487 0.3216 3.6314
C 3.0089 1.5527 3.0471
C 1.9604 1.6735 2.1491
N 1.1693 0.6540 1.8357
H -1.6560 -3.9858 0.4992
H -4.1133 -5.7489 -1.2136
H -5.4526 -4.7473 -3.0340
H -5.0975 -2.3794 -3.6880
H -3.4126 -1.0329 -2.4856
H 0.6414 -2.6533 2.3125
H 2.6044 -1.7362 3.7132
H 4.0640 0.1939 4.3303
H 3.6268 2.4104 3.2689
H 1.7502 2.6131 1.6576
O -2.5315 0.5136 7.7135
C -2.2755 -0.3717 6.7320
O -2.1387 -1.5343 6.9715
C -2.1484 0.1722 5.3356
C -2.4512 -0.6916 4.2860
C -2.2880 -0.2831 2.9765
C -1.8096 0.9968 2.7213
C -1.5088 1.8701 3.7543
C -1.6846 1.4527 5.0663
N -1.5780 1.3955 1.3662
C -2.0674 2.4946 0.9314
C -1.6674 2.9344 -0.3976
C -2.1435 4.0732 -1.0151
C -1.6778 4.3781 -2.2881
C -0.7680 3.5297 -2.8912
C -0.3310 2.4024 -2.2094
N -0.7652 2.1206 -0.9867
H -2.7455 1.3838 7.3574
H -2.8056 -1.6870 4.5168
H -2.5383 -0.9429 2.1561
H -1.0929 2.8468 3.5411
H -1.4072 2.1249 5.8693
H -2.7448 3.0865 1.5392
H -2.8651 4.7017 -0.5119
H -2.0276 5.2637 -2.8003
H -0.3884 3.7292 -3.8827
H 0.3755 1.7012 -2.6264
C 5.5851 -0.1168 -6.1565
C 4.7749 -0.0961 -4.8915
C 5.3212 -0.5010 -3.6794
C 4.5659 -0.5035 -2.5160
C 3.2485 -0.0770 -2.5614
C 2.6784 0.3225 -3.7635
C 3.4401 0.3108 -4.9161
S 2.3568 -0.0080 -1.0475
O 0.9238 -0.4531 -1.3624
O 2.9988 -0.8843 -0.1047
O 2.2851 1.3989 -0.6762
H 6.6372 -0.3047 -5.9504
H 5.5039 0.8316 -6.6882
H 5.2282 -0.8997 -6.8278
H 6.3526 -0.8287 -3.6427
H 4.9896 -0.8342 -1.5784
H 1.6370 0.6134 -3.8100
H 2.9931 0.6122 -5.8557


78
Properties=species:S:1:pos:R:3 method="wB97M-V/def2-TZVPD" spin_multiplicity=1 homo_energy_ev=-8.011
La -1.0617 0.6430 0.0479
O -5.2414 3.5237 4.4312
C -4.2329 2.9960 3.6512
C -3.4561 3.7681 2.7917
C -2.5356 3.0972 1.9815
N -2.4021 1.7799 1.9718
C -3.1726 1.0693 2.7957
C -4.1413 1.5893 3.6412
C -2.9679 -0.4568 2.6831
O -3.3558 -1.2609 3.5294
O -2.3774 -0.7583 1.5621
C -1.6757 3.7876 0.9413
O -1.6281 4.9867 0.9078
O -1.0654 2.9888 0.1297
H -5.3526 4.4495 4.2126
H -3.5256 4.8881 2.7654
H -4.7594 1.0463 4.3909
C 4.3560 3.8019 -2.0998
C 3.5392 2.8148 -1.0994
C 2.6140 3.6153 -0.2005
C 4.5216 2.0791 -0.1770
C 2.8781 1.8168 -2.0390
C 3.4764 1.0061 -3.0064
C 2.8309 0.0768 -3.7677
C 1.4221 0.0057 -3.6783
S 0.3500 -0.9973 -4.5586
C -0.9600 -0.4202 -3.5682
N -0.6003 0.4811 -2.7054
C 0.7107 0.7912 -2.7461
C 1.4990 1.7206 -2.0056
C -2.2971 -1.0043 -3.7020
C -2.5662 -1.8955 -4.7305
C -3.7988 -2.4122 -4.8680
C -4.8337 -2.1512 -3.9526
C -4.5859 -1.3363 -2.8786
C -3.3268 -0.7031 -2.8177
H 4.8547 4.6358 -1.6023
H 3.7065 4.2837 -2.7829
H 5.0730 3.2099 -2.5719
H 3.1647 4.2829 0.4428
H 1.9870 2.9527 0.4810
H 1.9164 4.2325 -0.7631
H 5.0963 2.7962 0.4329
H 5.2202 1.4049 -0.7095
H 3.9186 1.4099 0.4678
H 4.5575 1.0062 -3.1292
H 3.4106 -0.4902 -4.4713
H 0.9786 2.3700 -1.3572
H -1.8003 -2.2807 -5.3712
H -3.9591 -3.2397 -5.5865
H -5.8161 -2.6871 -4.0008
H -5.2244 -1.1740 -2.0502
O -3.9274 0.6014 -1.2248
N -3.0044 0.0031 -1.6222
N 0.1254 -5.9140 4.3058
C 0.3633 -5.1881 3.1491
C 1.6373 -5.2705 2.5151
C 1.8888 -4.5370 1.3946
C 0.8965 -3.6478 0.8783
C -0.3646 -3.6250 1.4615
C -0.6533 -4.5064 2.5258
S 1.1527 -2.6254 -0.4642
O 2.4636 -2.9644 -0.8940
O 0.1652 -2.8762 -1.4835
N 0.9018 -1.1465 0.0484
C 1.5876 -0.5642 1.0498
S 3.0216 -1.0778 1.9341
C 2.9015 0.3941 2.8539
C 1.8288 1.1144 2.5250
N 1.0750 0.5765 1.4836
H 0.9577 -6.3258 4.6370
H -0.4041 -5.4402 5.0278
H 2.4654 -5.8822 2.9197
H 2.8237 -4.6641 0.9497
H -1.0952 -2.8695 1.1992
H -1.6093 -4.4604 3.0284
H 3.7438 0.6458 3.5384
H 1.6967 2.1100 3.0019


75
Properties=species:S:1:pos:R:3 method="wB97M-V/def2-TZVPD" spin_multiplicity=1 smiles="CCO[C@@]1(c2ccncc2)COS(=O)(=O)O1.O=C1C=CC(=O)C=C1.O=C1C=CC(=O)C=C1.O=C1C=CC(=O)C=C1.O=C1C=CC(=O)C=C1" homo_energy_ev=-9.859
C -2.7676 1.3816 -2.7131
C -3.0427 2.1598 -1.4388
O -1.8659 2.4890 -0.6733
C -1.2425 1.4846 0.0661
C 0.1633 1.2001 -0.4437
C 0.5476 1.5952 -1.7103
C 1.8359 1.3150 -2.1335
N 2.7389 0.6861 -1.3934
C 2.3542 0.2901 -0.1821
C 1.0912 0.5228 0.3297
C -1.2902 1.9010 1.5579
O -2.4378 1.2193 2.1064
S -2.5638 -0.1970 1.4209
O -1.6412 -1.1081 2.0069
O -3.9344 -0.5274 1.2890
O -1.9876 0.2589 0.0072
H -2.1975 2.0113 -3.4077
H -2.1712 0.4857 -2.5276
H -3.7072 1.1257 -3.1992
H -3.7806 1.6574 -0.8103
H -3.4629 3.1348 -1.6987
H -0.1351 2.1307 -2.3571
H 2.1509 1.6306 -3.1256
H 3.0928 -0.2274 0.4251
H 0.8426 0.1460 1.3163
H -0.4103 1.6602 2.1519
H -1.5059 2.9644 1.6441
O -10.7879 -0.3717 -1.8785
C -9.5844 -0.2375 -1.9198
C -8.6744 -1.4086 -1.8290
C -7.3531 -1.2618 -1.8716
C -6.7366 0.0801 -2.0148
O -5.5331 0.2217 -2.0509
C -7.6409 1.2536 -2.1046
C -8.9624 1.1037 -2.0608
H -9.1514 -2.3747 -1.7245
H -6.6682 -2.0973 -1.8027
H -7.1557 2.2190 -2.1995
H -9.6481 1.9399 -2.1242
O 9.2304 -2.8905 0.3923
C 8.1373 -2.5437 0.7906
C 7.2761 -3.4586 1.5795
C 6.0800 -3.0713 2.0133
C 5.5595 -1.7128 1.7274
O 4.4683 -1.3584 2.1220
C 6.4208 -0.7978 0.9349
C 7.6170 -1.1837 0.5015
H 7.6764 -4.4405 1.7814
H 5.4331 -3.7173 2.5928
H 6.0163 0.1864 0.7342
H 8.2647 -0.5380 -0.0776
O -9.4755 7.8931 -0.2619
C -8.7067 7.0362 -0.6352
C -8.4485 5.8219 0.1825
C -7.6017 4.8819 -0.2278
C -6.8833 5.0074 -1.5198
O -6.1154 4.1438 -1.8943
C -7.1388 6.2171 -2.3384
C -7.9849 7.1580 -1.9287
H -8.9858 5.7553 1.1199
H -7.3948 3.9891 0.3493
H -6.6009 6.2818 -3.2756
H -8.1905 8.0501 -2.5062
O 9.2684 -4.7968 3.5866
C 10.1742 -5.5434 3.2755
C 10.4576 -6.7699 4.0627
C 11.4501 -7.5886 3.7269
C 12.3131 -7.3102 2.5492
O 13.2154 -8.0587 2.2440
C 12.0242 -6.0842 1.7635
C 11.0322 -5.2629 2.0980
H 9.8148 -6.9494 4.9152
H 11.6797 -8.4881 4.2838
H 12.6642 -5.9048 0.9090
H 10.7946 -4.3680 1.5354


Short version: total energy = -3862.8143 -2576.6042 -3430.4955 -2704.6060 hartree, in the order given.
Short version: energy above the lowest of the compared OMol25 structures with the same formula, charge and spin = 142.18 66.30 0.00 0.00 kJ/mol, in the order given.